Entry 1:
Computed, not measured: a molecular structure, C16H41AsF6N5O7 in a non-equilibrium geometry, with wB97M-V/def2-TZVPD.

Values from the calculation:
E	-4270.0792	Ha
gap between HOMO and LUMO	9.8	eV
highest occupied orbital energy	-7.4	eV

The geometry in ORCA input format:
```
! RIJCOSX wB97M-V def2-TZVPD def2/J DEFGRID3
* xyz -1 1
As -0.2881 0.2016 -0.0624
F 0.0883 -1.3140 0.6886
F -0.0456 0.9655 1.4634
F -0.7123 1.6860 -0.8388
F -0.4735 -0.6341 -1.5859
F -1.9541 -0.1077 0.2931
F 1.3543 0.4906 -0.4840
C -3.1839 3.4554 4.2103
C -2.4033 2.8423 3.0571
C -1.8324 3.9001 2.1130
O -1.3450 2.0933 3.6323
H -2.4806 3.6687 5.0187
H -3.9139 2.7378 4.5864
H -3.6766 4.3964 3.9687
H -3.0739 2.2068 2.4620
H -1.2465 3.4214 1.3293
H -1.1717 4.5421 2.7021
H -2.6186 4.5193 1.6792
H -0.9046 1.6192 2.9165
C 2.4932 -3.3994 -1.3170
C 2.9845 -2.5993 -0.1117
C 4.0927 -3.2766 0.6548
O 3.5263 -1.3511 -0.6072
H 1.8925 -4.2691 -1.0546
H 3.3520 -3.7011 -1.9195
H 1.8863 -2.7282 -1.9334
H 2.1408 -2.3250 0.5226
H 4.3088 -2.6843 1.5467
H 4.9716 -3.4287 0.0321
H 3.7740 -4.2510 1.0354
H 2.8504 -1.0364 -1.2170
O 5.1758 1.8144 2.8105
C 4.5540 1.1192 2.0206
N 4.9692 0.9577 0.7326
C 3.2758 0.4188 2.4115
H 5.8191 1.4666 0.5485
H 4.7228 0.1421 0.1916
H 2.5038 1.1360 2.6810
H 3.4802 -0.2406 3.2541
H 2.8898 -0.1818 1.5856
O -6.6759 0.6293 0.3096
C -5.5523 0.1711 0.2012
N -4.6969 0.0863 1.2484
C -5.0745 -0.4564 -1.0718
H -4.9419 0.5930 2.0802
H -3.7661 -0.2699 1.1147
H -4.0118 -0.2484 -1.2284
H -5.6734 -0.1938 -1.9334
H -5.0939 -1.5455 -0.9488
O -2.6781 -5.1580 0.9288
C -2.2147 -4.0638 0.6656
N -2.0837 -3.0848 1.5967
C -1.7710 -3.6883 -0.7338
H -2.2815 -3.3474 2.5481
H -1.5102 -2.2694 1.4500
H -1.9738 -2.6367 -0.9334
H -2.3034 -4.3010 -1.4567
H -0.7032 -3.8854 -0.8346
O 2.9497 4.6858 -2.2895
C 2.0504 4.1022 -1.7101
N 1.0560 3.4740 -2.3934
C 2.0001 4.0196 -0.1984
H 0.3483 2.9780 -1.8791
H 1.0772 3.5698 -3.3923
H 2.7984 3.3401 0.1038
H 1.0547 3.5753 0.1133
H 2.1717 5.0060 0.2162
O 1.5195 -1.2862 -5.7038
C 0.6232 -1.2803 -4.8720
N 0.2032 -0.1438 -4.2618
C -0.1379 -2.5396 -4.5372
H 0.7384 0.6903 -4.4416
H -0.2616 -0.2053 -3.3649
H -0.8815 -2.3470 -3.7628
H 0.5430 -3.3250 -4.2128
H -0.6282 -2.9179 -5.4327
*
```

Entry 2:
Computed, not measured: C4H6O3Si in the gas phase in a non-equilibrium geometry, with wB97M-V/def2-TZVPD.

Values from the calculation:
energy above the lowest of the compared OMol25 structures with the same formula, charge and spin	132.9	kJ/mol
E	-671.2127	Ha
gap between HOMO and LUMO	8.9	eV
SMILES string	O=[Si](O)/C=C\C=C\O
highest occupied orbital energy	-9.1	eV

The geometry in ORCA input format:
```
! RIJCOSX wB97M-V def2-TZVPD def2/J DEFGRID3
* xyz 0 1
C -0.7073 1.1643 0.0351
C -0.7280 -0.2783 0.2439
C 0.4282 1.7074 -0.5077
C -1.3790 -0.8010 1.2919
O -1.1177 -2.1805 1.5433
O 1.3969 -0.6884 -1.7710
O 3.1379 0.4793 -0.1130
Si 1.8627 0.5949 -0.9063
H -1.6336 1.5749 0.4116
H -0.1122 -0.8915 -0.3386
H 0.3679 2.7820 -0.7234
H -0.2202 -2.2418 1.1823
H 0.7210 -1.0325 -2.3327
H -2.0168 -0.1888 1.9847
*
```

Entry 3:
Computed, not measured: 2 unconnected molecules or ions with the total composition C3H7IN3O in a non-equilibrium geometry, with wB97M-V/def2-TZVPD.

Values from the calculation:
energy above the lowest of the compared OMol25 structures with the same formula, charge and spin	214.1	kJ/mol
E	-655.3317	Ha
gap between HOMO and LUMO	9.0	eV
highest occupied orbital energy	-13.0	eV

The geometry in ORCA input format:
```
! RIJCOSX wB97M-V def2-TZVPD def2/J DEFGRID3
* xyz 1 1
C 0.8017 2.0362 2.5742
C 0.1805 -0.8227 -1.7271
C -1.0030 -0.1788 -1.7825
N 0.6299 0.8683 2.1217
N 0.1441 0.0346 1.4821
N 0.2996 -1.6580 -0.4398
O -2.0107 -0.4913 -0.9269
I -1.1601 1.3965 -3.2096
H 0.9045 2.8538 1.8898
H 1.3116 2.1628 3.4340
H 0.9881 -0.9538 -2.4372
H 0.6110 -1.0707 0.4815
H 1.0919 -2.2665 -0.5973
H -0.4420 -2.2817 -0.2144
H -2.3471 0.3713 -0.6484
*
```

Entry 4:
Computed, not measured: a molecular structure, C37H34ClKN5O6, with wB97M-V/def2-TZVPD.

Values from the calculation:
energy above the lowest of the compared OMol25 structures with the same formula, charge and spin	0.0	kJ/mol
E	-3215.7589	Ha
gap between HOMO and LUMO	5.8	eV
highest occupied orbital energy	-4.0	eV

The geometry in ORCA input format:
```
! RIJCOSX wB97M-V def2-TZVPD def2/J DEFGRID3
* xyz -1 1
K -0.8918 -1.5028 1.2769
C 4.9096 -0.3453 -2.8802
O 3.5367 -0.1357 -3.1630
C 3.1754 1.0562 -3.6919
C 4.0626 1.9542 -4.2700
C 3.5941 3.1341 -4.8395
C 2.2423 3.4266 -4.8250
C 1.3582 2.5460 -4.2134
C 1.8025 1.3631 -3.6419
N 0.8982 0.4594 -3.0570
C 0.8557 0.1480 -1.6864
N 1.7795 0.7946 -0.9469
C 2.2880 0.6213 0.3853
C 1.6073 0.0011 1.4372
C 2.3370 -0.0018 2.6432
C 3.6033 0.5506 2.8180
C 4.2211 1.1803 1.7456
C 3.5493 1.2157 0.5400
O 4.1460 1.8707 -0.5531
C 3.9171 3.2718 -0.5335
N -0.0301 -0.6630 -1.2231
C -0.9931 -1.2106 -2.0773
C -0.9311 -2.5529 -2.4546
C -1.9215 -3.1334 -3.2328
C -3.0069 -2.3793 -3.6513
C -3.0966 -1.0461 -3.2777
C -2.1069 -0.4633 -2.5003
O -2.2153 0.8745 -2.2138
C -2.3107 1.2162 -0.8222
H 4.9562 -1.2699 -2.3112
H 5.3063 0.4712 -2.2743
H 5.4909 -0.4567 -3.8009
H 5.1197 1.7306 -4.2911
H 4.2970 3.8213 -5.2932
H 1.8751 4.3449 -5.2638
H 0.3011 2.7782 -4.1565
H -0.0248 0.4621 -3.4652
H 2.4222 1.3432 -1.4952
H 1.8869 -0.4558 3.5271
H 4.1008 0.5042 3.7820
H 5.2009 1.6371 1.8251
H 4.4053 3.7367 0.3277
H 2.8453 3.4923 -0.4859
H 4.3289 3.6812 -1.4561
H -0.0737 -3.1270 -2.1240
H -1.8425 -4.1767 -3.5124
H -3.7872 -2.8275 -4.2531
H -3.9378 -0.4338 -3.5770
H -2.7237 2.2220 -0.7880
H -1.3312 1.2101 -0.3416
H -2.9775 0.5270 -0.2968
N 0.7078 -8.5417 4.9462
C 0.5987 -7.6008 4.2962
C 0.4587 -6.4221 3.4764
C -0.0996 -5.2597 3.9861
C -0.2145 -4.1547 3.1539
N 0.1952 -4.1499 1.8830
C 0.7234 -5.2784 1.4099
C 0.8791 -6.4349 2.1503
H -0.4486 -5.2109 5.0078
H -0.6913 -3.2558 3.5300
H 1.0524 -5.2502 0.3772
H 1.3155 -7.3215 1.7128
C -5.9258 2.8187 1.9176
C -4.4297 2.8338 2.0472
C -3.6545 3.8154 1.4540
C -2.2717 3.7848 1.5631
Cl -1.3249 5.0240 0.7747
C -1.6405 2.7761 2.2612
C -2.4070 1.7907 2.8707
C -3.7931 1.8150 2.7669
O -4.6155 0.9002 3.3353
C -4.0026 -0.2185 3.9558
C -3.1927 -1.1107 2.9998
O -2.3230 -1.8252 3.5596
O -3.4236 -1.0337 1.7774
H -6.2703 3.6577 1.3135
H -6.4013 2.8714 2.8987
H -6.2578 1.8871 1.4567
H -4.1291 4.6073 0.8877
H -0.5609 2.7336 2.3178
H -1.8993 0.9952 3.3987
H -4.8168 -0.8109 4.3713
H -3.3551 0.1035 4.7758
*
```